{
  "formula": "C10H11BrO2S",
  "method": "the ωB97M-V functional and the def2-TZVPD basis",
  "de_lowest_ev": 1.589,
  "gap_ha": [0.19924, 0.29279],
  "largest_force_ev_per_a": 5.93,
  "e_lumo_ha": [-0.02680, 0.00083],
  "species": ["C", "C", "C", "C", "C", "C", "C", "C", "C", "C", "O", "O", "S", "Br", "H", "H", "H", "H", "H", "H", "H", "H", "H", "H", "H"],
  "positions_angstrom": [[-0.71949, 1.67373, 0.40984], [-0.97514, -0.43937, 1.52310], [-1.72661, 1.38246, -0.43574], [-2.02693, -0.73208, 0.65634], [-0.26497, 0.77242, 1.43841], [-2.46189, 0.15171, -0.29456], [0.85334, 1.10336, 2.15161], [-3.66067, -0.27823, -1.13409], [3.29414, -0.00316, -1.73030], [2.18094, -0.66573, 0.26208], [1.75771, 1.52308, 2.74179], [2.53464, 0.35187, -0.58983], [3.58945, -1.43939, 1.14935], [1.01459, -1.99599, -0.55603], [-0.25785, 2.56863, 0.27043], [-0.63147, -1.28709, 2.11727], [-1.96005, 2.13663, -1.00655], [-2.59389, -1.81431, 0.73009], [-4.15001, 0.66056, -1.36197], [-3.38117, -0.72810, -2.03683], [-4.18219, -0.96066, -0.40990], [3.14244, -0.94555, -2.14836], [4.43723, -0.00228, -1.47777], [3.19949, 0.74931, -2.55544], [2.98836, -1.78182, 2.28706]],
  "forces_ev_per_angstrom": [[0.0014, -1.8781, 0.9786], [-0.1550, -1.6467, 0.0846], [-0.0297, -4.8135, 3.4568], [-0.7645, -2.2397, 1.0167], [-0.7323, 0.1697, -0.6758], [0.2278, 0.4585, -1.0888], [0.8419, -0.4106, -0.5928], [0.5269, 1.1763, 2.7199], [3.5100, 2.2240, -0.2769], [0.7883, 0.0425, 0.1153], [-0.5258, -0.0717, 0.1596], [-0.5813, -0.9887, 0.3910], [-0.1183, 0.7247, -0.6900], [0.0191, 0.2853, 0.0865], [1.4431, 2.4530, -0.1178], [0.0467, 0.5693, 0.2494], [-1.6875, 3.5191, -3.6426], [1.6656, 2.8959, -0.0226], [-0.9372, -0.1870, -0.0883], [0.3625, -0.9633, -1.2642], [-0.2696, 0.6818, -1.3988], [-1.0043, -1.7183, -0.3224], [-1.8581, 0.1191, -0.1337], [-0.3466, -0.4295, 1.0251], [-0.4229, 0.0279, 0.0310]],
  "mulliken_charge": [-0.700, -0.731, -0.854, -0.403, 0.574, 0.983, 0.401, -1.220, -0.801, 0.081, -0.371, -0.193, -0.201, -0.112, 0.540, 0.378, 0.570, 0.066, 0.340, 0.274, 0.361, 0.379, 0.267, 0.250, 0.124]
}

***

{
  "formula": "C10H11Cl2NSi",
  "method": "the ωB97M-V functional and the def2-TZVPD basis",
  "de_lowest_ev": 4.544,
  "gap_ha": 0.24532,
  "largest_force_ev_per_a": 5.20,
  "e_lumo_ha": -0.03158,
  "species": ["C", "C", "C", "C", "C", "C", "C", "C", "C", "C", "N", "Si", "Cl", "Cl", "H", "H", "H", "H", "H", "H", "H", "H", "H", "H", "H"],
  "positions_angstrom": [[-3.86699, 0.90867, 0.01440], [-3.71871, 0.13532, 1.15404], [-2.79126, 1.17782, -0.84065], [-2.51702, -0.46000, 1.31923], [-0.23762, 0.77289, -1.15876], [-1.51865, 0.71279, -0.58692], [-1.40776, -0.21493, 0.57837], [0.56348, -0.00666, -0.44129], [0.54424, -1.33142, 1.67615], [3.93670, 0.33509, -2.10193], [-0.06310, -0.61154, 0.62458], [3.61089, -0.37268, -0.39263], [4.12019, -2.31041, -0.17575], [4.26125, 0.67096, 1.22167], [-4.85785, 1.26426, -0.31806], [-4.53070, -0.17435, 1.81556], [-2.93542, 1.99920, -1.52172], [-2.48099, -0.96653, 2.34586], [-0.12504, 1.48402, -1.94750], [1.52702, -1.65373, 1.33638], [0.63944, -0.81341, 2.55238], [-0.18262, -2.10334, 1.96810], [4.65037, 1.17971, -1.87366], [4.43077, -0.33600, -2.82097], [2.94937, 0.71428, -2.42690]],
  "forces_ev_per_angstrom": [[-0.8448, 0.3710, -0.9645], [-1.2916, -0.0491, -1.4173], [-0.5413, 1.2051, 0.6062], [1.0035, -1.7969, 4.7769], [-0.9192, 1.4798, -1.0230], [-0.8641, -2.8165, 3.0241], [1.0528, 1.7429, -2.8346], [4.1399, -1.2065, 1.3198], [-0.7879, -1.9192, -1.2790], [0.6558, 0.8124, 0.9869], [-1.5382, 1.2997, -1.1625], [-2.7235, 0.4252, -0.8517], [0.0183, -0.2666, 0.0729], [-0.0106, 0.0197, -0.1846], [0.5923, 0.0723, 0.5048], [0.1278, 0.4986, -0.2985], [-0.0905, -0.1925, -0.7766], [0.5638, 0.1108, -1.6533], [0.9710, -0.1177, -0.5797], [-0.2151, -0.5234, 0.1545], [0.5344, 2.0340, 2.1916], [0.7155, -0.6052, -0.3218], [-0.8068, -0.5492, -0.5396], [-0.4478, 0.1039, 0.3612], [0.7062, -0.1327, -0.1119]],
  "mulliken_charge": [-0.293, -0.697, -0.854, -0.295, -0.625, 0.617, 0.362, -0.253, -0.892, -0.839, 0.144, 0.807, -0.218, -0.211, 0.316, 0.348, 0.317, 0.154, 0.417, 0.187, 0.338, 0.315, 0.275, 0.316, 0.266]
}

***

{
  "formula": "C10H11ClMoNO6S",
  "method": "the ωB97M-V functional and the def2-TZVPD basis",
  "de_lowest_ev": 1.410,
  "total_charge": 2,
  "gap_ha": [0.26122, 0.27633],
  "largest_force_ev_per_a": 4.18,
  "s2": 0.759,
  "spin_multiplicity": 2,
  "e_lumo_ha": [-0.31973, -0.31871],
  "species": ["Mo", "O", "C", "O", "C", "O", "C", "C", "O", "O", "H", "H", "H", "H", "H", "O", "N", "C", "C", "C", "C", "C", "S", "H", "H", "H", "H", "Cl", "C", "H", "H"],
  "positions_angstrom": [[0.35426, 0.69162, 0.25353], [-2.68962, -0.24044, 3.22227], [-2.05068, 0.22411, 2.20665], [-0.94818, -0.19400, 1.84037], [-2.76932, 1.34255, 1.47564], [-2.24721, 1.44982, 0.16113], [-2.22589, 2.74132, -0.41847], [-0.77966, 3.29872, -0.49879], [-0.47750, 4.37015, -0.89467], [0.06043, 2.34653, -0.08165], [-2.25435, -0.94926, 3.74018], [-2.62877, 2.26992, 2.05547], [-3.84395, 1.11201, 1.44080], [-2.85551, 3.46384, 0.11074], [-2.58192, 2.66050, -1.45463], [0.54454, -1.05905, 0.04567], [1.13821, -1.83715, -0.85979], [0.98931, -3.17777, -0.84103], [1.59132, -3.94080, -1.80461], [2.35852, -3.31518, -2.79757], [2.47204, -1.94041, -2.81501], [1.83034, -1.18158, -1.83111], [1.80922, 0.53431, -1.75186], [0.37366, -3.57881, -0.04684], [1.46428, -5.01179, -1.79417], [2.85613, -3.91143, -3.54737], [3.04111, -1.42245, -3.57309], [0.75705, 2.10451, 2.76012], [1.83483, 1.12507, 1.78988], [2.18257, 0.28204, 2.39853], [2.69475, 1.74312, 1.50970]],
  "forces_ev_per_angstrom": [[1.1209, -0.1247, 3.0710], [-0.3748, -0.0166, 0.3171], [0.1967, 0.1061, -0.4427], [0.2140, 0.1343, -0.2416], [-0.4814, 0.0084, 0.2756], [0.5001, -0.3478, 0.1861], [0.1017, 0.4389, -0.2917], [-2.1564, 2.0509, -1.0507], [0.0961, -0.7341, 0.3344], [0.8781, 2.8220, -0.9498], [0.1460, 0.2772, -0.3575], [-0.0086, -0.2130, -0.0855], [0.2528, 0.0749, 0.0591], [0.1153, -0.1292, -0.0411], [0.0359, 0.0229, 0.2533], [0.2787, -4.1242, -0.6390], [0.6197, -0.2752, -1.3215], [-0.3042, -0.5509, 0.3247], [0.0351, 0.2756, 0.0191], [-0.0998, 0.1747, 0.2114], [-0.0809, 0.0322, 0.2176], [0.0087, 0.0412, 0.0586], [-0.4468, 0.2144, 0.7686], [0.0611, 0.0642, 0.0073], [-0.0234, -0.0409, 0.0949], [0.0144, -0.0126, -0.0922], [0.0000, 0.0025, -0.0220], [-0.2959, 0.3319, 0.5270], [0.1994, -0.2282, -0.4008], [-0.2899, -0.0550, -0.4312], [-0.3126, -0.2200, -0.3583]],
  "mulliken_spin": [0.993, 0.003, 0.000, -0.007, 0.003, 0.014, -0.001, 0.002, -0.003, -0.014, 0.000, 0.000, 0.000, 0.000, 0.000, -0.012, 0.008, 0.007, 0.006, 0.001, 0.014, -0.004, 0.027, 0.001, 0.000, 0.000, 0.001, 0.014, -0.065, 0.002, 0.009]
}

***

{
  "formula": "C10H11CrNO10P2S",
  "method": "the ωB97M-V functional and the def2-TZVPD basis",
  "de_lowest_ev": 0.000,
  "total_charge": -2,
  "gap_ha": [0.23961, 0.25447],
  "largest_force_ev_per_a": 0.53,
  "s2": 6.013,
  "spin_multiplicity": 5,
  "e_lumo_ha": [0.18577, 0.18559],
  "species": ["Cr", "C", "C", "O", "P", "O", "O", "O", "P", "O", "O", "O", "H", "H", "H", "H", "H", "H", "H", "O", "C", "O", "C", "C", "C", "C", "C", "C", "S", "H", "H", "H", "H", "O", "C", "N"],
  "positions_angstrom": [[0.10368, -0.12300, 0.21833], [2.72616, 3.63741, -1.25142], [2.16427, 3.03884, 0.02501], [2.56377, 3.81740, 1.18069], [2.77029, 1.28948, 0.23858], [3.08476, 0.62855, -1.06594], [4.16620, 1.54279, 1.01895], [1.79462, 0.59263, 1.17156], [0.32659, 2.91546, 0.05364], [-0.22994, 4.22230, -0.76123], [-0.07193, 3.04462, 1.47788], [-0.02363, 1.71765, -0.81630], [3.81607, 3.56297, -1.26969], [2.43076, 4.68571, -1.32794], [2.34059, 3.08457, -2.10846], [1.80729, 3.74126, 1.79117], [2.23356, -0.54202, -1.76245], [4.00926, 2.24347, 1.67134], [-0.49016, 3.91062, -1.63945], [-3.01042, -1.79972, -1.92935], [-2.30726, -1.63899, -0.93461], [-1.38456, -0.76137, -0.84758], [-2.59752, -2.51326, 0.28590], [-3.82544, -3.17880, 0.25684], [-4.26656, -3.98148, 1.29586], [-3.44658, -4.13192, 2.41077], [-2.22284, -3.49456, 2.45276], [-1.75288, -2.67602, 1.40223], [-0.13243, -2.03146, 1.62280], [-4.42538, -3.03870, -0.63390], [-5.22781, -4.47953, 1.24062], [-3.76515, -4.74304, 3.25099], [-1.57750, -3.61237, 3.31588], [1.28337, -2.02141, -4.45335], [1.47961, -1.61341, -3.35812], [1.65714, -1.29466, -2.22201]],
  "forces_ev_per_angstrom": [[-0.2945, -0.0796, -0.0179], [0.0172, 0.1315, 0.1120], [-0.0599, -0.1894, 0.1016], [0.1579, -0.1597, -0.1461], [0.0129, -0.0029, 0.0982], [0.0932, 0.1545, 0.0822], [-0.0483, 0.0696, 0.0676], [0.1299, -0.0731, -0.3286], [-0.1018, 0.0858, -0.1856], [0.0719, -0.2595, -0.2309], [-0.0089, 0.1389, -0.0253], [0.0601, 0.1081, 0.5132], [-0.0095, 0.0178, 0.0232], [0.0023, -0.0109, -0.0103], [0.0185, -0.0011, 0.0157], [-0.0866, -0.0402, -0.0616], [-0.0307, -0.0161, -0.0623], [-0.0118, -0.0062, -0.0892], [0.0322, 0.0718, 0.1179], [-0.1275, -0.0452, -0.2234], [0.1489, -0.0320, 0.3092], [-0.2356, 0.0186, -0.1689], [-0.0032, 0.0624, 0.0093], [-0.0556, -0.0487, 0.0689], [0.0600, 0.0619, -0.0665], [0.0230, 0.0362, 0.0085], [0.0224, 0.0076, -0.0472], [-0.0031, -0.0942, 0.0003], [0.0791, 0.0288, 0.1380], [0.0192, 0.0060, 0.0240], [-0.0143, 0.0063, -0.0070], [0.0277, 0.0081, -0.0299], [-0.0125, -0.0028, -0.0144], [-0.0106, 0.1683, 0.3789], [0.1167, -0.1100, -0.1083], [0.0213, -0.0106, -0.2454]],
  "mulliken_spin": [4.044, 0.000, 0.007, 0.000, -0.011, -0.003, -0.001, 0.013, -0.026, -0.001, 0.011, 0.040, 0.000, 0.000, 0.000, 0.000, -0.023, 0.000, 0.001, 0.012, -0.026, -0.025, 0.007, -0.001, 0.005, -0.002, 0.008, -0.005, -0.052, 0.000, 0.001, 0.000, 0.001, 0.003, 0.015, 0.009]
}

***

{
  "formula": "C10H11CuIN2O",
  "method": "the ωB97M-V functional and the def2-TZVPD basis",
  "total_charge": -1,
  "gap_ha": 0.19165,
  "largest_force_ev_per_a": 6.16,
  "e_lumo_ha": 0.09505,
  "species": ["Cu", "C", "C", "O", "H", "H", "H", "I", "C", "H", "H", "N", "C", "N", "C", "C", "C", "C", "C", "C", "H", "H", "H", "H", "H", "H"],
  "positions_angstrom": [[-13.39438, 4.87703, 6.30239], [-14.61553, 6.87272, 4.86470], [-13.89429, 6.73497, 6.17654], [-13.65493, 7.66776, 6.82167], [-13.90606, 7.39220, 4.16153], [-15.51379, 7.52477, 4.97005], [-14.96536, 5.94051, 4.42517], [-13.65361, 2.13279, 7.48509], [-13.02390, 3.15289, 5.57209], [-13.89176, 2.89450, 5.00631], [-12.08270, 2.73741, 5.27952], [-8.90646, -0.00657, 5.79907], [-10.09549, 0.68591, 5.95395], [-10.11573, 1.87736, 5.47040], [-8.77775, 2.16303, 5.06309], [-8.08723, 3.26505, 4.68655], [-6.70474, 3.24056, 4.42607], [-6.02385, 2.08105, 4.60526], [-6.63702, 0.84741, 5.13570], [-7.98571, 0.94882, 5.27633], [-8.63223, -0.85912, 6.27591], [-10.92362, 0.20546, 6.43552], [-8.63142, 4.21027, 4.56986], [-6.23271, 4.11337, 3.98246], [-4.96728, 2.00473, 4.38070], [-5.98729, -0.10199, 5.23447]],
  "forces_ev_per_angstrom": [[0.2829, 0.2909, -0.3827], [-0.7895, 1.6259, -1.4950], [-0.5401, -5.5764, -1.7308], [0.9515, 5.2979, 2.9862], [-0.6025, -0.4827, 0.3761], [0.4426, -0.0664, 0.0180], [0.2917, -0.1446, 0.0282], [0.2638, -0.3880, 0.0112], [-0.4042, 0.5573, 1.0937], [-0.2749, -0.5525, -0.8410], [0.0749, -0.4640, -0.0636], [0.7732, 1.3124, -0.2556], [0.4613, -0.5000, -0.4272], [1.3112, 0.8770, -0.0867], [0.4897, -3.3670, 1.1345], [-0.6312, 2.1583, -0.6484], [-1.1035, 0.0620, -0.2688], [0.4876, -3.0693, 1.0691], [2.2145, 1.1765, -1.6540], [-1.8156, -0.5982, 0.9877], [-0.2611, 0.4288, -0.1962], [-0.4683, -0.0261, 0.0120], [0.1775, -0.3484, 0.0002], [-0.0019, -0.1095, 0.3199], [0.0551, 0.2034, -0.0173], [-1.3848, 1.7029, 0.0303]],
  "mulliken_charge": [-0.803, -0.880, 0.822, -0.602, 0.218, 0.298, 0.241, -0.320, -0.392, 0.250, 0.330, -0.152, -0.311, -0.307, -0.206, -0.240, -0.696, -0.169, -0.853, 0.849, 0.240, 0.355, 0.409, 0.351, 0.339, 0.229]
}

***

{
  "formula": "C10H11F2N2O7PS2",
  "method": "the ωB97M-V functional and the def2-TZVPD basis",
  "gap_ha": 0.34137,
  "largest_force_ev_per_a": 1.03,
  "smiles": "N#C[C@@H](S)[C@](O)(C#N)[PH2]=S.O=C1OC[C@@H](F)O1.O=C1OC[C@@H](F)O1",
  "e_lumo_ha": 0.00636,
  "species": ["N", "C", "C", "S", "C", "O", "C", "N", "P", "S", "H", "H", "H", "H", "H", "O", "C", "O", "C", "C", "F", "O", "H", "H", "H", "O", "C", "O", "C", "C", "F", "O", "H", "H", "H"],
  "positions_angstrom": [[4.36959, -6.90917, -0.31252], [3.80458, -5.91152, -0.31109], [3.10026, -4.63219, -0.28342], [3.47094, -3.76141, -1.83896], [1.58228, -4.86731, -0.02535], [1.50245, -5.79343, 1.03845], [0.91081, -5.40763, -1.22059], [0.23765, -5.80923, -2.05889], [0.76740, -3.23376, 0.44597], [0.11005, -2.14721, -0.99979], [3.49108, -4.05907, 0.55754], [3.35229, -2.52322, -1.34624], [0.72627, -5.61913, 1.58231], [1.77796, -2.66890, 1.24450], [-0.19467, -3.66388, 1.37538], [-1.01325, -1.42532, 2.45133], [-0.85968, -0.25807, 2.27973], [-0.84886, 0.66310, 3.27010], [-0.47467, 1.92380, 2.70514], [-0.83587, 1.73390, 1.24502], [0.02364, 2.37723, 0.41536], [-0.67559, 0.33198, 1.08023], [0.60138, 2.06618, 2.82012], [-1.01428, 2.73047, 3.19160], [-1.85161, 2.01644, 0.98712], [-2.97295, 3.43657, -0.26402], [-2.65421, 4.33817, -0.96600], [-2.71827, 4.32937, -2.31229], [-2.40216, 5.63912, -2.79133], [-1.61725, 6.21965, -1.63091], [-1.83296, 7.54512, -1.47134], [-2.15541, 5.52181, -0.52163], [-3.32351, 6.20273, -2.94511], [-1.84212, 5.57320, -3.71879], [-0.54133, 6.04160, -1.67160]],
  "forces_ev_per_angstrom": [[-0.0014, 0.0111, -0.0683], [0.0401, -0.1306, 0.1089], [-0.2144, 0.0585, -0.0249], [0.1386, 0.0002, -0.0895], [0.3157, -0.2193, 0.1088], [0.1723, 0.2658, 0.1451], [-0.4122, 0.1289, 0.0984], [0.2126, -0.0675, -0.0398], [-0.4196, 0.5091, -0.7888], [0.1702, -0.1366, 0.1687], [0.0549, -0.0515, 0.0001], [-0.1118, 0.0231, 0.0403], [-0.1364, -0.0973, -0.0421], [0.0039, -0.1754, 0.1916], [0.1396, -0.1585, 0.1261], [0.1693, -0.0026, -0.0182], [0.0385, -0.0559, 0.1043], [0.0054, 0.0011, -0.0233], [0.0311, 0.0759, 0.0296], [0.1067, -0.0954, 0.1206], [0.0390, -0.0434, 0.0272], [-0.2254, 0.1226, -0.0225], [0.0005, 0.0403, -0.0588], [-0.0869, -0.0898, 0.0392], [-0.0152, 0.0660, -0.1279], [-0.0723, 0.0846, 0.0036], [-0.0474, -0.0484, 0.0052], [-0.0244, 0.0259, -0.0089], [-0.0147, 0.0271, -0.0604], [-0.0438, -0.0379, 0.0463], [-0.0733, -0.0053, 0.0110], [0.1917, -0.0787, -0.0367], [0.0306, 0.0573, 0.0103], [0.0264, -0.1087, 0.0290], [0.0122, 0.1054, -0.0040]],
  "mulliken_charge": [-0.386, -0.149, -0.250, -0.071, 0.948, -0.517, -0.253, -0.408, 0.218, -0.292, 0.465, 0.150, 0.414, 0.069, 0.058, -0.514, 0.584, -0.339, -0.489, 0.376, -0.307, -0.206, 0.268, 0.279, 0.368, -0.525, 0.668, -0.311, -0.400, 0.307, -0.277, -0.301, 0.281, 0.267, 0.277]
}

***

Question: Number 6 is which compound?
Answer: C10H11F2N2O7PS2